(1)
# C40H110N10O10

A cluster of 10 separate species, C40H110N10O10 in total at a distorted geometry (ωB97M-V/def2-TZVPD, the OMol25 dataset).

HOMO-LUMO gap, eV: 9.44
SMILES string: COC[C@H](C)N.COC[C@H](C)N.COC[C@H](C)N.COC[C@H](C)N.COC[C@H](C)N.COC[C@H](C)N.COC[C@H](C)N.COC[C@H](C)N.COC[C@H](C)N.COC[C@H](C)N
ΔE to the lowest compared entry with this formula, charge and spin, kcal/mol: 175.4
E_tot, Eh: -2889.53160
Spin multiplicity: 1
LUMO energy, eV: 0.368

Last column: Mulliken charge in e.
Cartesian coordinates (Å):
C1 -1.697 5.407 2.838  -0.458
O1 -0.748 6.452 3.147  -0.339
C2 -0.822 6.958 4.498  -0.761
C3 0.150 8.207 4.778  0.280
C4 0.038 9.218 3.635  -1.473
N1 1.513 7.818 4.727  -0.767
H1 -1.544 4.492 3.411  0.025
H2 -1.638 5.388 1.750  0.125
H3 -2.684 5.833 3.015  0.503
H4 -1.827 7.277 4.775  0.450
H5 -0.680 6.281 5.340  0.398
H6 -0.161 8.856 5.597  0.307
H7 0.622 10.120 3.813  0.443
H8 -1.009 9.426 3.411  0.330
H9 0.489 8.855 2.712  0.339
H10 1.613 7.356 3.834  0.319
H11 1.985 8.707 4.646  0.310
C5 2.248 2.031 -2.756  -0.102
O2 3.408 2.223 -3.523  -0.436
C6 4.527 2.253 -2.636  -0.569
C7 5.842 2.061 -3.374  0.505
C8 6.103 0.566 -3.763  -1.284
N2 6.973 2.651 -2.621  -0.682
H12 2.262 1.110 -2.172  0.318
H13 1.396 2.009 -3.435  -0.325
H14 1.987 2.886 -2.133  0.494
H15 4.368 3.200 -2.120  0.409
H16 4.702 1.623 -1.764  0.171
H17 5.680 2.490 -4.362  0.156
H18 5.453 0.343 -4.609  0.310
H19 6.003 -0.180 -2.975  0.263
H20 7.133 0.348 -4.043  0.385
H21 6.782 3.555 -2.214  0.229
H22 7.719 2.739 -3.297  0.271
C9 -3.943 -5.012 -2.005  -0.398
O3 -2.825 -5.765 -1.357  -0.572
C10 -1.635 -5.035 -1.177  0.216
C11 -0.445 -5.880 -0.721  0.792
C12 0.328 -6.633 -1.824  -1.646
N3 -0.961 -6.945 0.117  -0.887
H23 -4.859 -5.581 -2.165  0.359
H24 -3.563 -4.719 -2.984  0.215
H25 -4.167 -4.094 -1.461  -0.016
H26 -1.310 -4.555 -2.100  -0.117
H27 -1.811 -4.211 -0.486  0.114
H28 0.232 -5.317 -0.078  0.180
H29 -0.185 -7.437 -2.351  0.361
H30 1.218 -7.115 -1.417  0.400
H31 0.638 -6.005 -2.659  0.227
H32 -1.344 -6.343 0.832  0.324
H33 -1.749 -7.102 -0.495  0.402
C13 -3.217 -1.523 -2.583  -0.380
O4 -4.430 -1.570 -1.791  -0.527
C14 -4.198 -1.028 -0.503  0.154
C15 -5.589 -0.972 0.226  0.125
C16 -5.330 -0.443 1.676  -1.390
N4 -6.026 -2.362 0.357  -0.836
H34 -2.852 -0.514 -2.770  0.145
H35 -3.326 -1.909 -3.597  0.430
H36 -2.332 -1.928 -2.093  0.035
H37 -3.381 -1.474 0.063  -0.108
H38 -3.862 0.008 -0.541  0.061
H39 -6.296 -0.394 -0.369  0.402
H40 -6.270 -0.344 2.218  0.486
H41 -4.988 0.583 1.545  0.322
H42 -4.558 -0.993 2.214  0.226
H43 -5.744 -2.821 -0.497  0.315
H44 -5.389 -2.801 1.007  0.345
C17 -1.834 -1.949 6.403  -0.639
O5 -2.202 -0.598 6.616  -0.384
C18 -2.447 0.197 5.496  -0.011
C19 -2.891 1.647 5.909  0.188
C20 -4.224 1.688 6.550  -1.480
N5 -2.903 2.627 4.806  -0.385
H45 -2.610 -2.545 5.923  0.294
H46 -1.562 -2.453 7.330  0.272
H47 -0.874 -1.960 5.887  0.211
H48 -1.559 0.150 4.865  0.121
H49 -3.196 -0.113 4.768  -0.069
H50 -2.169 2.013 6.638  0.314
H51 -4.329 2.576 7.173  0.397
H52 -4.243 0.920 7.323  0.393
H53 -5.055 1.508 5.868  0.336
H54 -3.714 2.332 4.283  0.172
H55 -3.177 3.548 5.119  0.317
C21 -1.838 2.315 -0.508  -0.874
O6 -1.820 0.978 0.013  0.325
C22 -0.549 0.375 -0.056  -0.149
C23 -0.555 -1.166 0.369  3.649
C24 -0.892 -1.430 1.844  -1.331
N6 0.663 -1.895 0.094  -0.063
H56 -1.397 2.494 -1.489  0.062
H57 -1.210 2.963 0.104  0.232
H58 -2.845 2.721 -0.605  0.407
H59 -0.225 0.448 -1.094  -0.503
H60 0.164 1.090 0.356  0.302
H61 -1.321 -1.557 -0.301  -2.623
H62 -1.778 -0.855 2.115  0.294
H63 -0.072 -1.078 2.469  -0.085
H64 -1.087 -2.446 2.189  0.566
H65 1.499 -1.405 0.379  -0.051
H66 0.742 -2.710 0.686  0.223
C25 4.500 -4.422 3.838  -0.773
O7 4.898 -4.444 2.438  -0.398
C26 3.932 -4.432 1.540  -0.106
C27 4.520 -4.556 0.174  0.312
C28 3.462 -4.800 -0.851  -0.785
N7 5.353 -5.757 -0.009  -0.767
H67 5.274 -4.030 4.498  0.322
H68 4.242 -5.369 4.311  0.342
H69 3.777 -3.618 3.978  0.252
H70 3.326 -5.311 1.757  0.277
H71 3.271 -3.575 1.673  0.045
H72 5.235 -3.812 -0.176  0.349
H73 2.574 -4.198 -0.658  -0.058
H74 3.064 -5.813 -0.906  0.140
H75 3.813 -4.510 -1.842  0.363
H76 4.710 -6.527 0.106  0.287
H77 6.062 -5.742 0.709  0.279
C29 1.206 3.162 3.101  -0.981
O8 1.726 1.975 2.501  -0.123
C30 2.858 1.425 3.238  -1.060
C31 3.081 -0.123 2.833  1.000
C32 4.364 -0.747 3.387  -1.472
N8 3.217 -0.306 1.420  -0.329
H78 0.384 2.993 3.796  0.202
H79 0.872 3.802 2.285  0.261
H80 1.911 3.758 3.681  0.462
H81 3.832 1.908 3.163  0.257
H82 2.599 1.372 4.295  0.436
H83 2.196 -0.627 3.222  -0.060
H84 4.255 -0.859 4.466  0.445
H85 5.209 -0.133 3.076  0.463
H86 4.288 -1.761 2.994  0.090
H87 2.508 0.286 1.012  -0.022
H88 4.114 0.081 1.161  0.305
C33 -1.670 5.951 -3.563  -0.836
O9 -1.425 4.526 -3.587  -0.256
C34 -2.579 3.786 -4.026  -1.105
C35 -2.391 2.281 -4.432  2.306
C36 -1.199 2.006 -5.494  -1.468
N9 -3.609 1.665 -4.885  -0.715
H89 -0.874 6.467 -3.026  0.258
H90 -2.596 6.159 -3.028  0.320
H91 -1.630 6.425 -4.544  0.314
H92 -3.435 3.853 -3.355  0.409
H93 -2.985 4.236 -4.932  0.512
H94 -2.167 1.752 -3.506  -1.444
H95 -0.259 2.197 -4.975  0.079
H96 -1.239 2.558 -6.433  0.468
H97 -1.109 0.953 -5.759  0.474
H98 -3.731 2.047 -5.812  0.333
H99 -4.390 2.069 -4.388  0.269
C37 -0.423 -4.838 -6.256  -0.488
O10 0.350 -3.720 -6.409  -0.428
C38 -0.036 -2.478 -5.726  -0.780
C39 0.848 -2.001 -4.509  0.703
C40 0.310 -0.798 -3.731  0.549
N10 2.204 -1.768 -5.022  -0.722
H100 -0.720 -4.991 -5.218  0.106
H101 0.212 -5.533 -6.806  0.262
H102 -1.361 -4.778 -6.806  0.282
H103 -0.143 -1.830 -6.596  0.221
H104 -1.080 -2.583 -5.430  0.373
H105 0.993 -2.881 -3.881  -0.248
H106 0.581 0.111 -4.268  -0.141
H107 0.767 -0.571 -2.768  -0.260
H108 -0.764 -0.896 -3.578  -0.230
H109 2.303 -2.470 -5.741  0.289
H110 2.107 -0.948 -5.604  0.315

***

(2)
# C7H39FNO12

A cluster of 13 separate species, C7H39FNO12 in total at a distorted geometry (ωB97M-V/def2-TZVPD, the OMol25 dataset).

HOMO-LUMO gap, eV: 9.19
Total charge: +1
E_tot, Eh: -1347.29755
Spin multiplicity: 1
LUMO energy, eV: -3.029

Last column: natural (NBO) charge in e.
Cartesian coordinates (Å):
C1 3.108 -0.803 -1.371  -0.616
C2 1.843 -1.360 -2.130  -0.467
C3 1.054 -2.485 -1.367  0.368
F1 1.428 -2.428 -0.023  -0.337
N1 -0.431 -2.466 -1.553  -0.401
C4 -1.029 -2.072 -2.856  -0.282
C5 -2.436 -1.360 -2.517  -0.399
C6 -1.992 -0.649 -1.144  -0.422
C7 -1.326 -1.936 -0.464  -0.233
H1 3.650 -0.126 -2.083  0.255
H2 2.751 -0.188 -0.504  0.212
H3 3.839 -1.582 -1.049  0.246
H4 2.173 -1.785 -3.120  0.232
H5 1.202 -0.476 -2.389  0.218
H6 1.435 -3.469 -1.747  0.184
H7 -0.651 -3.471 -1.520  0.444
H8 -1.228 -2.885 -3.601  0.261
H9 -0.538 -1.292 -3.482  0.255
H10 -3.095 -2.192 -2.141  0.203
H11 -2.839 -0.698 -3.312  0.285
H12 -1.109 0.033 -1.275  0.206
H13 -2.813 -0.335 -0.440  0.293
H14 -0.890 -1.653 0.518  0.253
H15 -2.103 -2.738 -0.333  0.220
O1 -0.169 0.493 2.466  -0.943
H16 -0.315 -0.255 3.057  0.478
H17 0.252 0.103 1.693  0.469
O2 -4.802 0.307 0.789  -0.976
H18 -4.986 1.144 1.245  0.502
H19 -5.617 0.115 0.314  0.471
O3 4.272 -4.045 -0.272  -0.945
H20 3.353 -3.960 -0.534  0.446
H21 4.235 -4.566 0.543  0.496
O4 0.449 3.513 3.460  -0.954
H22 0.506 3.719 4.401  0.469
H23 0.338 2.553 3.441  0.493
O5 5.360 1.355 -1.088  -0.948
H24 6.029 1.901 -1.514  0.477
H25 5.678 1.260 -0.184  0.475
O6 -0.737 5.823 4.628  -0.975
H26 -1.254 6.364 4.018  0.492
H27 -0.371 5.124 4.069  0.472
O7 -3.654 -1.059 -5.493  -0.948
H28 -3.802 -0.249 -5.994  0.479
H29 -2.798 -1.373 -5.809  0.475
O8 -1.335 7.886 2.129  -0.949
H30 -1.482 8.694 1.629  0.478
H31 -0.479 7.572 1.820  0.472
O9 -4.384 2.343 2.798  -0.950
H32 -3.492 2.466 2.453  0.477
H33 -4.245 2.007 3.690  0.482
O10 0.034 5.643 7.921  -0.941
H34 0.769 5.034 7.806  0.458
H35 -0.464 5.569 7.096  0.482
O11 4.603 -5.426 2.333  -0.963
H36 5.506 -5.091 2.380  0.482
H37 4.480 -5.885 3.170  0.488
O12 -0.688 -3.224 -6.086  -0.958
H38 -0.962 -4.138 -5.955  0.477
H39 0.169 -3.299 -6.520  0.484